[1]
C24H28IN3O10 | ωB97M-V/def2-TZVPD

Each line ends with the Mulliken charge.
CARTESIAN COORDINATES (ANGSTROEM)
C: 0.71 -4.41 2.03  -0.128
C: -0.16 -3.94 1.35  -0.820
C: -1.19 -3.31 0.52  -0.318
C: -0.92 -1.84 0.23  -0.211
C: -1.89 -0.85 0.44  0.765
C: -3.29 -1.18 0.92  -1.877
C: -4.28 -1.20 -0.22  0.053
N: -4.06 -1.66 -1.37  -0.598
C: -1.57 0.50 0.18  -0.180
I: -3.01 2.00 0.48  0.075
C: -0.33 0.91 -0.29  1.107
C: 0.06 2.36 -0.51  -2.158
N: 0.17 3.03 0.77  0.195
C: -0.07 4.46 0.72  -1.058
C: 0.58 -0.10 -0.51  0.033
C: 0.29 -1.44 -0.26  0.569
C: 1.49 -2.24 -0.64  -0.058
O: 1.62 -3.39 -0.91  -0.518
N: 2.55 -1.27 -0.69  0.673
O: 3.66 -1.65 -1.42  -0.378
C: 4.72 -2.03 -0.53  -0.273
C: 5.46 -0.86 0.10  0.033
C: 5.64 0.33 -0.85  -1.218
O: 4.77 -0.38 1.26  -0.538
C: 1.98 -0.03 -1.04  -0.276
O: 2.50 0.81 -1.71  -0.551
H: 1.53 -4.85 2.54  0.434
H: -2.13 -3.44 1.05  0.409
H: -1.30 -3.85 -0.42  0.407
H: -3.31 -2.14 1.43  0.525
H: -3.60 -0.45 1.66  0.354
H: -5.27 -0.78 -0.03  0.446
H: -3.10 -2.01 -1.42  0.217
H: -0.71 2.85 -1.11  0.568
H: 0.98 2.38 -1.09  0.722
H: 1.06 2.84 1.20  0.211
H: -0.02 4.87 1.73  0.215
H: -1.07 4.65 0.34  0.366
H: 0.65 5.02 0.11  0.350
H: 4.30 -2.65 0.26  0.262
H: 5.40 -2.63 -1.14  0.418
H: 6.45 -1.20 0.41  0.520
H: 5.43 0.07 -1.88  0.307
H: 4.91 1.09 -0.57  0.250
H: 6.63 0.77 -0.75  0.343
H: 5.02 -0.92 2.02  0.313
C: -3.06 -1.81 -4.62  -0.214
C: -1.73 -1.14 -4.31  0.034
O: -1.28 -0.74 -5.61  -0.359
C: -2.37 -0.62 -6.41  0.606
O: -2.35 -0.15 -7.50  -0.521
O: -3.47 -1.13 -5.80  -0.355
H: -3.80 -1.69 -3.83  0.288
H: -2.94 -2.87 -4.85  0.237
H: -1.85 -0.26 -3.68  0.081
H: -1.00 -1.81 -3.86  0.216
C: -2.05 3.41 5.37  -0.390
C: -1.80 2.16 4.55  -0.125
O: -0.64 2.51 3.80  -0.142
C: 0.02 3.49 4.46  0.567
O: 1.10 3.90 4.18  -0.514
O: -0.74 3.96 5.49  -0.353
H: -2.46 3.21 6.36  0.307
H: -2.69 4.12 4.85  0.267
H: -1.56 1.29 5.18  0.256
H: -2.62 1.91 3.89  0.133

Output
Multiplicity ... 1
SMILES string ... [H]/N=C\Cc1c(I)c(CNC)c2c(c1CC#C)C(=O)N(OC[C@@H](C)O)C2=O.O=C1OCCO1.O=C1OCCO1
Kohn-Sham gap ... 8.23 eV
E_HOMO ... -8.869 eV
Energy ... -58384.432 eV



[2]
C24H28InNO2 | ωB97M-V/def2-TZVPD

Each line ends with the Mulliken charge.
CARTESIAN COORDINATES (ANGSTROEM)
C: 2.48 -0.23 2.78  -0.379
C: 2.56 -0.93 1.55  -0.718
C: 2.23 -0.06 0.50  -0.219
H: 2.86 -1.97 1.44  0.472
C: 1.89 1.22 1.08  -0.306
C: 2.09 1.10 2.52  -1.067
H: 1.84 2.17 0.53  0.647
C: -0.97 -1.78 3.13  -0.774
C: -0.03 -2.70 2.62  -0.888
C: -0.20 -2.80 1.21  -0.329
H: 0.70 -3.25 3.21  0.482
C: -1.25 -1.95 0.83  -0.678
C: -1.75 -1.29 2.02  -1.187
H: 2.29 -0.27 -0.57  0.287
H: 2.02 1.92 3.23  0.562
H: 2.73 -0.63 3.76  0.422
H: -2.71 -0.77 2.10  0.576
H: 0.37 -3.44 0.53  0.467
H: -1.13 -1.51 4.17  0.449
In: -0.51 0.92 1.53  0.976
C: -1.78 -1.67 -0.55  3.081
C: -3.30 -1.88 -0.53  -1.675
C: -1.15 -2.57 -1.61  -2.196
H: -3.52 -2.92 -0.27  0.426
H: -3.72 -1.65 -1.51  0.440
H: -3.79 -1.23 0.21  0.300
H: -1.33 -3.62 -1.36  0.471
H: -0.06 -2.40 -1.69  0.346
H: -1.61 -2.36 -2.58  0.438
C: -1.42 -0.19 -0.87  0.032
C: -2.03 0.45 -2.10  -0.151
H: -0.32 -0.07 -0.92  -0.082
H: -1.88 0.46 -0.06  0.236
O: -3.16 0.15 -2.46  -0.685
N: -1.35 1.45 -2.76  -0.058
C: -0.23 2.25 -2.25  -0.786
H: -1.90 1.89 -3.49  0.284
C: 1.11 1.69 -2.66  0.828
C: 2.27 2.37 -2.30  -0.351
H: 2.18 3.32 -1.77  0.409
C: 3.52 1.85 -2.64  -0.567
H: 4.42 2.38 -2.35  0.372
C: 3.61 0.65 -3.36  -0.524
H: 4.58 0.24 -3.62  0.376
C: 2.44 -0.02 -3.74  -0.637
H: 2.48 -0.95 -4.30  0.398
C: 1.19 0.50 -3.40  -0.270
H: 0.27 0.01 -3.72  0.439
H: -0.29 2.36 -1.14  -0.138
H: -0.35 3.27 -2.65  0.568
C: -2.10 2.37 3.96  -1.248
C: -0.96 1.43 3.76  0.615
O: -0.23 0.90 4.56  -0.413
H: -2.66 2.47 3.02  0.299
H: -1.69 3.35 4.24  0.313
H: -2.77 1.97 4.74  0.312

Output
Multiplicity ... 1
Kohn-Sham gap (spin up / spin down) ... 5.36 / 5.36 eV
E_HOMO (spin up / spin down) ... -7.028 / -7.028 eV
Energy ... -36096.886 eV



[3]
C24H28N2O7 | ωB97M-V/def2-TZVPD

Each line ends with the Mulliken charge.
CARTESIAN COORDINATES (ANGSTROEM)
C: 1.53 -2.28 -1.99  -0.551
H: 1.86 -1.24 -2.09  0.189
O: 0.16 -2.43 -2.29  -0.512
C: -0.74 -1.80 -1.48  0.075
C: -2.08 -1.99 -1.78  -1.063
C: -3.07 -1.40 -1.01  -0.470
C: -2.74 -0.59 0.07  1.199
C: -1.39 -0.40 0.37  -0.596
C: -0.40 -1.00 -0.39  0.616
H: 0.62 -0.82 -0.12  0.568
C: -0.99 0.45 1.56  -0.784
N: -0.31 1.68 1.19  0.508
C: 0.93 1.74 1.70  0.827
O: 1.75 2.64 1.61  -0.724
C: 1.16 0.47 2.44  1.501
C: 0.05 -0.28 2.39  -1.450
C: -0.26 -1.60 2.97  0.262
O: -1.39 -1.90 3.32  -0.675
C: 0.86 -2.52 3.07  0.145
C: 0.97 -3.70 3.78  -0.811
C: 2.26 -4.20 3.51  -0.610
C: 2.85 -3.31 2.66  0.442
O: 2.01 -2.30 2.39  -0.103
C: 4.19 -3.30 2.03  -1.203
H: 4.81 -4.08 2.46  0.361
H: 4.67 -2.34 2.18  0.282
H: 4.11 -3.47 0.95  0.230
H: 2.69 -5.10 3.90  0.508
H: 0.21 -4.13 4.40  0.580
O: 2.33 0.31 3.06  -0.651
H: 2.84 1.13 2.91  0.343
C: -0.99 2.79 0.57  -1.198
H: -0.32 3.66 0.66  0.457
H: -1.91 2.98 1.13  0.458
C: -1.36 2.61 -0.91  -0.384
N: -0.31 3.05 -1.81  -0.076
C: -0.79 3.10 -3.19  -0.493
C: 0.31 3.65 -4.09  -0.702
H: -0.01 3.65 -5.13  0.371
O: 1.47 2.85 -4.03  -0.418
C: 1.94 2.78 -2.71  -0.884
C: 0.88 2.21 -1.76  0.237
H: 1.28 2.23 -0.75  -0.039
H: 0.65 1.17 -2.04  0.095
H: 2.82 2.14 -2.73  0.377
H: 2.22 3.78 -2.36  0.416
H: 0.55 4.67 -3.78  0.356
H: -1.66 3.75 -3.23  0.411
H: -1.09 2.09 -3.54  0.287
H: -1.64 1.56 -1.09  0.213
H: -2.23 3.24 -1.11  0.521
H: -1.89 0.66 2.15  0.588
O: -3.65 0.06 0.86  -0.396
C: -5.01 -0.25 0.70  -1.052
H: -5.20 -1.32 0.83  0.395
H: -5.39 0.08 -0.28  0.353
H: -5.53 0.30 1.48  0.265
H: -4.10 -1.58 -1.28  0.427
H: -2.34 -2.62 -2.61  0.497
H: 1.77 -2.65 -0.99  0.209
H: 2.05 -2.89 -2.73  0.275

Output
Multiplicity ... 1
SMILES string ... COc1ccc(OC)c([C@H]2C(C(=O)c3ccc(C)o3)=C(O)C(=O)N2CCN2CCOCC2)c1
Relative energy (zero: lowest compared OMol25 entry of this formula, charge and spin) ... 90.52 kcal/mol
Kohn-Sham gap ... 7.97 eV
E_HOMO ... -8.084 eV
Energy ... -42653.881 eV



[4]
C24H28N3O2 | ωB97M-V/def2-TZVPD

Each line ends with the Mulliken charge.
CARTESIAN COORDINATES (ANGSTROEM)
C: -6.13 0.67 2.13  -0.332
C: -5.28 -0.58 1.85  -0.608
C: -3.87 -0.06 1.90  0.891
C: -3.95 1.31 2.28  0.207
O: -5.22 1.81 2.39  -0.521
C: -2.78 2.06 2.43  -1.154
C: -1.56 1.44 2.17  -0.321
C: -1.47 0.20 1.47  -1.075
C: -0.22 -0.30 0.63  0.452
C: 1.07 0.28 1.18  0.240
C: 2.09 -0.50 1.76  -0.083
C: 3.36 0.04 1.97  0.974
C: 3.58 1.41 1.70  0.126
O: 4.89 1.82 1.77  -0.518
C: 5.67 0.64 2.19  -0.349
C: 4.71 -0.55 2.31  -0.553
C: 2.53 2.24 1.29  -1.540
C: 1.29 1.66 1.08  -1.280
C: -2.64 -0.60 1.54  -0.713
H: -6.77 0.93 1.28  0.293
H: -6.76 0.55 3.02  0.274
H: -5.45 -1.34 2.64  0.249
H: -5.53 -1.02 0.87  0.257
H: -2.87 3.10 2.76  0.448
H: -0.67 1.97 2.50  0.716
H: -0.22 -1.37 0.77  0.723
H: 1.92 -1.54 2.06  0.413
H: 6.45 0.48 1.44  0.298
H: 6.15 0.89 3.15  0.265
H: 4.74 -0.97 3.33  0.259
H: 5.00 -1.34 1.61  0.232
H: 2.73 3.30 1.11  0.412
H: 0.46 2.31 0.82  0.620
H: -2.59 -1.66 1.27  0.437
C: -1.52 0.96 -2.68  -1.010
C: -1.67 0.34 -1.33  -0.342
N: -0.35 -0.07 -0.85  0.418
C: 0.48 -0.70 -1.78  0.629
N: 0.24 -0.66 -3.11  0.133
C: -0.90 0.03 -3.68  -0.730
C: 1.04 -1.35 -4.12  -0.710
C: 1.89 -2.43 -3.51  -0.751
C: 2.58 -1.91 -2.27  -0.548
N: 1.57 -1.39 -1.38  -0.071
H: -2.50 1.26 -3.04  0.401
H: -0.91 1.87 -2.60  0.329
H: -1.99 1.08 -0.61  0.320
H: -2.45 -0.45 -1.36  0.245
H: -1.63 -0.73 -3.99  0.403
H: -0.60 0.56 -4.59  0.424
H: 0.37 -1.77 -4.88  0.408
H: 1.67 -0.63 -4.68  0.332
H: 1.24 -3.28 -3.25  0.323
H: 2.62 -2.78 -4.25  0.363
H: 3.12 -2.73 -1.77  0.378
H: 3.30 -1.13 -2.56  0.299
H: 1.74 -1.39 -0.39  0.017

Output
Net charge ... +1
Multiplicity ... 1
SMILES string ... c1cc2c(cc1C(c1ccc3c(c1)CCO3)N1CCCN3CCC[NH+]=C31)CCO2
Relative energy (zero: lowest compared OMol25 entry of this formula, charge and spin) ... 0.00 kcal/mol
Kohn-Sham gap ... 8.45 eV
E_HOMO ... -10.481 eV
Energy ... -33901.822 eV



Which of these has the lowest energy?
C24H28IN3O10



multiplicity of number 3 (C24H28N2O7)?
1



Which value of multiplicity does entry 1 give?
1



Which of these has the lowest energy?
C24H28IN3O10